60
Properties=species:S:1:pos:R:3 method="wB97M-V/def2-TZVPD" e_tot_ha=-3528.1244 charge=+1 max_force_ha_per_bohr=0.1426 e_above_lowest_ev=7.464
Ga 10.59715 11.27703 5.09517
N 9.39061 15.15135 5.68855
C 10.36643 16.07145 6.47313
C 10.52892 17.49035 5.76091
C 11.73101 18.02776 5.78762
C 12.75166 17.53793 6.83396
C 12.64376 16.21675 7.28006
C 11.65008 15.27192 6.74823
S 11.76473 13.62827 7.10611
N 10.51221 13.10452 6.11980
C 9.41698 13.86366 5.78736
C 8.41923 12.99587 5.05197
C 7.18556 13.50720 4.68844
C 6.08085 12.65955 4.56813
C 6.19358 11.28936 4.80979
C 7.58074 10.63255 4.98095
N 8.54479 11.68559 5.43178
H 8.83886 15.58974 4.96794
H 9.73853 17.97617 5.12724
H 12.01373 18.87746 5.21312
H 13.41354 18.35456 7.19126
H 13.39254 16.07815 8.09059
H 6.92300 14.56732 4.43130
H 5.23457 13.06862 4.40057
H 5.35756 10.56009 4.63064
H 9.85765 16.30129 7.66321
C 17.69204 7.74778 6.43021
C 17.46891 6.36583 7.02592
N 18.48313 5.47405 6.48226
C 18.16848 4.46967 5.50038
C 16.91169 3.59807 5.88040
C 19.78385 5.51852 7.05437
C 20.05450 5.61353 8.60561
N 20.98277 5.29515 6.49977
H 17.61878 8.47794 7.26179
H 16.94235 7.91614 5.68057
H 18.64091 7.78876 5.92609
H 16.44814 6.00444 6.75794
H 17.54886 6.31831 8.08415
H 19.06548 3.82543 5.34520
H 17.96709 4.83877 4.50931
H 17.19510 2.88953 6.66199
H 16.59495 3.05442 5.00588
H 15.99077 4.13671 6.19811
H 20.79853 4.83726 8.88788
H 19.06970 5.48784 9.12693
H 20.40726 6.63767 8.87747
H 21.13124 5.45682 5.47044
C 7.40008 8.16256 7.81948
C 6.41612 7.37138 7.46531
C 5.80456 7.48103 6.23386
C 6.49705 8.41379 5.42331
C 7.39550 9.44704 5.92280
C 7.98984 9.25648 7.09063
H 7.90460 8.05359 8.79498
H 6.16034 6.52841 8.16010
H 4.96393 6.92569 5.78474
H 8.01382 10.17972 4.04959
H 8.91379 9.72804 7.49505
H 6.42443 8.32448 4.43019

16
Properties=species:S:1:pos:R:3 method="wB97M-V/def2-TZVPD" e_tot_ha=-288.6861 charge=0 max_force_ha_per_bohr=0.0095 e_above_lowest_ev=2.610
C 1.70152 -0.74327 -0.48721
C 1.29359 0.63514 1.24998
C 0.56339 -0.51229 0.58135
C -0.73876 0.04540 0.02785
C -1.97031 -0.70520 -0.39557
C -0.60906 1.37247 0.10682
N 0.60436 1.67620 0.78515
H 2.52678 -1.28065 -0.00954
H 1.31291 -1.31236 -1.33084
H 2.12744 0.19628 -0.86316
H 0.46130 -1.44821 1.13642
H -2.76607 -0.01487 -0.69909
H -2.37717 -1.30289 0.43193
H -1.78865 -1.39631 -1.22501
H -1.27078 2.16705 -0.21602
H 0.92952 2.62349 0.90695

100
Properties=species:S:1:pos:R:3 method="wB97M-V/def2-TZVPD" e_tot_ha=-4628.3648 charge=0 smiles="CCB(O)[C@@]1(OC#N)[C@@H](COC)S(=O)(=O)O[C@](CC(=O)F)([PH2]=N)[C@@]1(Cc1ccccc1)C(=O)C(F)(F)C(F)(F)C(F)(F)C(=O)O.O=S1(=O)CCCC1.O=S1(=O)CCCC1" max_force_ha_per_bohr=0.0780
C 0.37790 6.12913 0.22606
C 0.26947 4.84379 1.11148
B 0.27253 3.49941 0.27539
O -0.84804 3.49309 -0.57699
C 1.39812 2.31368 0.28167
O 2.44306 2.63985 -0.69570
C 2.16071 3.68253 -1.41473
N 1.91312 4.32600 -2.36175
C 2.22991 2.34301 1.62263
C 3.13793 3.53238 1.95692
O 3.22447 4.60340 1.03706
C 4.53420 5.12075 0.86842
S 1.13577 1.99810 3.00918
O 0.46119 3.17122 3.48593
O 1.82153 1.46042 4.14583
O 0.00015 1.08696 2.33991
C 0.37923 0.16408 1.28717
C -0.98800 -0.64396 1.23997
C -0.89172 -2.11573 0.88637
O -0.37992 -2.61172 -0.07199
F -1.50990 -2.97579 1.73745
P 1.51156 -1.14070 2.09170
N 2.93521 -0.68518 2.58053
C 0.85981 0.84149 -0.04068
C 2.04791 -0.12272 -0.50217
C 2.64415 -0.01577 -1.89601
C 2.05971 -0.69944 -2.95133
C 2.55820 -0.66572 -4.22573
C 3.68868 0.06384 -4.51596
C 4.31673 0.71756 -3.48054
C 3.79988 0.66615 -2.21153
C -0.04024 0.90830 -1.28699
O 0.39802 1.56594 -2.20974
C -1.47874 0.50967 -1.66778
F -1.79214 -0.80315 -1.43717
F -2.42404 1.19941 -1.00095
C -1.82042 0.63174 -3.19349
F -3.01505 0.00516 -3.32183
F -0.98770 -0.14127 -3.91073
C -1.96476 2.00002 -3.92099
F -2.94065 1.87484 -4.84981
F -0.84685 2.19852 -4.65744
C -2.25993 3.30419 -3.15483
O -3.20680 3.51070 -2.45446
O -1.38809 4.33522 -3.41522
H 0.49502 6.96641 0.92650
H 1.25457 6.15417 -0.42237
H -0.57157 6.30488 -0.28778
H -0.72258 4.91118 1.58315
H 0.97743 4.92717 1.93463
H -0.58800 4.06758 -1.31292
H 2.90347 1.47973 1.51177
H 4.15645 3.17988 2.16957
H 2.81624 3.95256 2.92697
H 4.41977 6.19193 0.66106
H 4.98116 4.68255 -0.03431
H 5.16683 5.03982 1.75800
H -1.80757 -0.10220 0.76528
H -1.33301 -0.70064 2.28393
H 1.81319 -2.20292 1.21064
H 0.78460 -1.61488 3.21475
H 3.01648 -0.79452 3.58453
H 2.91118 -0.09985 0.17145
H 1.56676 -1.10773 -0.55715
H 1.15539 -1.26697 -2.72363
H 2.01568 -1.20932 -4.99404
H 4.04226 0.09922 -5.54084
H 5.21717 1.28586 -3.69016
H 4.31930 1.20518 -1.42039
H -0.46657 4.04366 -3.31009
O 1.81878 -5.06084 2.72730
S 1.98196 -6.07640 1.71393
O 3.15530 -6.13971 0.88166
C 1.70787 -7.67559 2.46580
C 0.20563 -7.90313 2.33096
C -0.16052 -7.44700 0.91308
C 0.51501 -6.09048 0.67824
H 2.05182 -7.66012 3.49757
H 2.27139 -8.41150 1.89254
H -0.05649 -8.94671 2.50097
H -0.33113 -7.29630 3.06392
H 0.21303 -8.17490 0.18932
H -1.23916 -7.37597 0.77790
H 0.81083 -5.95774 -0.35963
H -0.12304 -5.26546 0.99005
O -4.49617 -1.76028 2.75043
S -4.77967 -0.69210 1.82533
O -4.21037 0.62307 1.98736
C -4.44240 -1.27384 0.16570
C -5.75480 -1.89834 -0.29219
C -6.85635 -0.93747 0.16738
C -6.55944 -0.56157 1.62383
H -3.61450 -1.97981 0.18407
H -4.18578 -0.40801 -0.44284
H -5.77057 -2.04656 -1.37120
H -5.89129 -2.87194 0.18475
H -6.83947 -0.04025 -0.45501
H -7.84567 -1.38299 0.07142
H -6.86889 0.45579 1.85116
H -7.02575 -1.25604 2.32050

40
Properties=species:S:1:pos:R:3 method="wB97M-V/def2-TZVPD" e_tot_ha=-1478.4849 charge=-1 max_force_ha_per_bohr=0.2768 e_above_lowest_ev=8.954
C 0.03419 0.52384 -4.80524
C -1.24911 -0.19166 -4.75044
C -1.05420 -1.35316 -4.00154
C 0.35340 -1.37946 -3.57824
C 1.04200 -0.28706 -4.19404
Ba -0.42560 0.50994 -2.57594
P -0.94960 2.68094 -2.17484
H 0.21410 1.44294 -5.36734
H -2.18570 0.15424 -5.19024
H -1.80810 -2.09686 -3.73904
H 2.10970 -0.07326 -4.14024
H 0.82420 -2.19376 -3.02264
H -1.91690 2.93654 -1.17344
H -1.47360 3.44804 -3.24534
H 0.10109 3.52784 -1.74364
N -0.97980 -1.06586 -0.23884
S -1.44230 -0.58156 1.21596
C -0.36020 -1.67606 2.16226
C -0.94620 -2.45566 3.16866
C -0.16360 -3.31126 3.94826
C 1.21330 -3.39166 3.72836
C 1.80720 -2.61976 2.72596
C 1.02530 -1.76516 1.94096
C -0.47171 0.92584 1.44436
C 0.60840 1.31684 0.63646
C 1.28840 2.51184 0.90916
C 0.89810 3.31674 1.98386
C -0.17260 2.93064 2.79126
C -0.85241 1.74344 2.52056
H -0.94170 -2.07496 -0.44224
H -2.01250 -2.39776 3.35096
H -0.62491 -3.90886 4.72376
H 1.81930 -4.05186 4.33496
H 2.87400 -2.68216 2.55746
H 1.50430 -1.17926 1.17226
H 0.92930 0.70974 -0.19504
H 2.11920 2.81454 0.28576
H 1.42430 4.23884 2.19476
H -0.47690 3.54954 3.62646
H -1.68200 1.45484 3.15586

Q: Which of these has the highest charge?
A: C24H29GaN5S